{
  "formula": "C42H114F2N18O12P6",
  "method": "ωB97M-V/def2-TZVPD",
  "e_lumo_ev": 0.234,
  "e_homo_ev": -7.638,
  "charge": 0,
  "energy_ev": -157966.894,
  "smiles": "CN(C)P(=O)(N(C)C)N(C)C.CN(C)P(=O)(N(C)C)N(C)C.CN(C)P(=O)(N(C)C)N(C)C.CN(C)P(=O)(N(C)C)N(C)C.CN(C)P(=O)(N(C)C)N(C)C.CN(C)P(=O)(N(C)C)N(C)C.O=C1OC[C@@H](F)O1.O=C1OC[C@@H](F)O1",
  "homo_lumo_gap_ev": 7.87,
  "symbols": ["C", "N", "C", "P", "O", "N", "C", "C", "N", "C", "C", "H", "H", "H", "H", "H", "H", "H", "H", "H", "H", "H", "H", "H", "H", "H", "H", "H", "H", "C", "N", "C", "P", "O", "N", "C", "C", "N", "C", "C", "H", "H", "H", "H", "H", "H", "H", "H", "H", "H", "H", "H", "H", "H", "H", "H", "H", "H", "C", "N", "C", "P", "O", "N", "C", "C", "N", "C", "C", "H", "H", "H", "H", "H", "H", "H", "H", "H", "H", "H", "H", "H", "H", "H", "H", "H", "H", "C", "N", "C", "P", "O", "N", "C", "C", "N", "C", "C", "H", "H", "H", "H", "H", "H", "H", "H", "H", "H", "H", "H", "H", "H", "H", "H", "H", "H", "C", "N", "C", "P", "O", "N", "C", "C", "N", "C", "C", "H", "H", "H", "H", "H", "H", "H", "H", "H", "H", "H", "H", "H", "H", "H", "H", "H", "H", "C", "N", "C", "P", "O", "N", "C", "C", "N", "C", "C", "H", "H", "H", "H", "H", "H", "H", "H", "H", "H", "H", "H", "H", "H", "H", "H", "H", "H", "O", "C", "O", "C", "C", "F", "O", "H", "H", "H", "O", "C", "O", "C", "C", "F", "O", "H", "H", "H"],
  "positions_angstrom": [[-3.05589, -3.74932, -5.97843], [-2.31780, -2.63914, -6.57333], [-1.32345, -3.09754, -7.56565], [-2.09916, -1.11779, -5.89057], [-1.27268, -0.25226, -6.75437], [-3.61068, -0.53489, -5.40267], [-4.87751, -1.23170, -5.66648], [-3.69163, 0.82497, -4.84952], [-1.27428, -1.43097, -4.41759], [-1.92522, -2.23259, -3.35423], [-0.01918, -0.78882, -4.11023], [-3.48039, -4.44098, -6.70825], [-3.75404, -3.43187, -5.21192], [-2.29020, -4.38101, -5.50456], [-1.20906, -2.39620, -8.38950], [-1.61029, -4.06214, -7.97719], [-0.37057, -3.14545, -7.03201], [-5.74590, -0.60043, -5.85067], [-4.75867, -1.86528, -6.54571], [-5.13261, -1.90449, -4.84129], [-3.05551, 0.82664, -3.95884], [-3.51504, 1.61738, -5.57113], [-4.67737, 0.83009, -4.37969], [-1.64058, -1.67974, -2.45743], [-3.01342, -2.25544, -3.41255], [-1.57008, -3.26319, -3.34199], [0.73436, -1.51251, -3.78797], [-0.05691, -0.00345, -3.34769], [0.31391, -0.35287, -5.05217], [-1.50695, 5.99090, -0.64282], [-1.87236, 4.97419, 0.38617], [-2.88161, 5.43030, 1.32683], [-1.44805, 3.36512, 0.23249], [-1.26652, 2.75643, 1.57755], [-2.64005, 2.63151, -0.70920], [-3.20022, 3.20401, -1.92218], [-2.76198, 1.19988, -0.64517], [-0.01211, 3.43741, -0.65989], [1.20384, 3.07793, 0.02099], [0.05886, 2.98878, -2.06586], [-0.45652, 5.91146, -0.91398], [-1.63172, 6.97910, -0.20484], [-2.14835, 5.86884, -1.51654], [-2.73157, 4.97033, 2.30061], [-3.88049, 5.49148, 0.88647], [-2.62863, 6.48191, 1.49776], [-3.62923, 4.19875, -1.76976], [-2.39246, 3.48966, -2.60405], [-3.91686, 2.56044, -2.42393], [-2.39871, 0.69673, -1.55500], [-2.28084, 0.69128, 0.18713], [-3.83022, 0.95194, -0.64837], [1.60832, 2.07869, -0.15822], [2.01177, 3.72980, -0.34834], [1.24504, 3.41391, 1.05749], [1.09469, 2.90709, -2.38399], [-0.39600, 3.69150, -2.77049], [-0.50149, 2.07047, -2.25990], [3.44900, 2.89094, 6.96800], [2.07665, 3.03234, 6.50976], [1.82194, 4.27343, 5.79732], [0.90661, 2.03798, 7.23438], [1.40191, 0.67813, 7.60439], [0.49373, 2.87221, 8.61760], [-0.34061, 4.05966, 8.48460], [1.12995, 2.54154, 9.88474], [-0.48530, 2.06535, 6.26393], [-0.24172, 1.67387, 4.86236], [-1.68835, 1.51312, 6.87585], [4.10766, 3.02921, 6.10938], [3.56612, 1.88115, 7.36432], [3.68825, 3.60056, 7.76802], [1.45308, 4.03698, 4.79525], [2.79033, 4.70841, 5.54119], [1.26923, 4.97613, 6.41891], [-0.45959, 4.36258, 7.45129], [-1.24212, 4.05713, 9.10393], [0.19287, 4.90176, 8.95171], [2.15226, 2.17531, 9.84787], [0.92843, 3.22966, 10.70628], [0.54079, 1.69423, 10.26358], [0.78281, 1.84280, 4.53290], [-0.37367, 0.59433, 4.73584], [-0.97107, 2.16558, 4.21907], [-1.52649, 1.73187, 7.94034], [-1.74001, 0.43476, 7.07132], [-2.62965, 1.91359, 6.51098], [4.11745, -2.15415, 0.67242], [5.51184, -1.86109, 1.17195], [6.50044, -2.21822, 0.16667], [5.64655, -0.40817, 2.02718], [7.04323, 0.09249, 2.07666], [4.60014, 0.73925, 1.38650], [4.36778, 0.86371, -0.08006], [4.11920, 1.84705, 2.22114], [4.93042, -0.77721, 3.54649], [3.51753, -1.11800, 3.76820], [5.89149, -1.22880, 4.53705], [4.14869, -1.82453, -0.36589], [3.20048, -1.76874, 1.12033], [3.81167, -3.20212, 0.74982], [6.47661, -3.29220, -0.01444], [7.49583, -1.87125, 0.43492], [6.23021, -1.67008, -0.74668], [5.27908, 0.43594, -0.49464], [3.43865, 0.36484, -0.36079], [4.30208, 1.91909, -0.33723], [3.78453, 2.62885, 1.54406], [3.32053, 1.51489, 2.88905], [4.94539, 2.17991, 2.85308], [3.37169, -2.20417, 3.76872], [3.19894, -0.64572, 4.69465], [2.94474, -0.83404, 2.88557], [6.70453, -1.76503, 4.04240], [5.50147, -1.85714, 5.33882], [6.30848, -0.35831, 5.05298], [-9.30159, -3.60757, -0.63238], [-8.09311, -3.01838, -1.22815], [-7.56352, -3.71092, -2.39692], [-7.38563, -1.81988, -0.27702], [-8.09636, -1.53343, 1.00132], [-5.87041, -2.47580, 0.10497], [-4.73577, -2.37570, -0.77821], [-5.81249, -3.48102, 1.12108], [-7.13365, -0.57926, -1.40928], [-6.57663, 0.60553, -0.80094], [-8.04816, -0.41793, -2.54332], [-9.07252, -4.63268, -0.31337], [-10.06459, -3.78710, -1.39702], [-9.69141, -3.07311, 0.22617], [-6.78920, -3.05179, -2.79755], [-8.39437, -3.87296, -3.08163], [-6.99587, -4.62965, -2.22098], [-4.79279, -2.88812, -1.75063], [-4.70337, -1.35835, -1.18408], [-3.75234, -2.61072, -0.37295], [-5.03257, -3.34596, 1.88138], [-6.65613, -3.60208, 1.80128], [-5.60370, -4.48648, 0.73441], [-6.15984, 1.28110, -1.55752], [-7.32798, 1.24592, -0.32608], [-5.76342, 0.31523, -0.13644], [-9.06961, -0.16818, -2.23831], [-8.08707, -1.31087, -3.15845], [-7.75262, 0.46110, -3.11822], [4.84906, -2.01484, -5.08944], [5.10018, -1.08567, -3.98469], [3.92636, -0.76798, -3.17835], [6.30130, 0.11480, -3.90119], [6.01279, 1.18952, -2.91837], [7.76438, -0.67309, -3.63183], [8.35212, -1.70981, -4.49542], [8.60640, -0.34644, -2.47801], [6.56500, 0.70832, -5.48644], [5.47121, 1.00738, -6.45407], [7.50069, 1.84148, -5.51795], [5.72076, -2.66177, -5.21631], [4.68576, -1.48986, -6.03132], [4.05847, -2.67654, -4.74371], [3.38359, -1.62237, -2.77115], [3.23396, -0.13307, -3.74230], [4.23257, -0.19298, -2.30783], [8.14541, -2.68598, -4.04372], [7.73022, -1.66585, -5.39051], [9.41884, -1.67735, -4.70822], [9.63875, -0.39591, -2.83275], [8.35450, 0.59237, -1.99450], [8.53467, -1.18971, -1.78127], [5.58858, 1.92499, -7.02085], [5.38130, 0.19407, -7.17792], [4.54332, 1.00604, -5.87665], [8.20002, 1.85150, -4.67720], [7.07777, 2.81620, -5.74395], [8.28881, 1.62116, -6.25297], [1.19805, -0.89958, -0.91648], [0.53267, -1.07104, 0.06382], [-0.60786, -1.71099, 0.13308], [-1.23193, -1.56425, 1.43213], [-0.30185, -0.56064, 2.11066], [0.15579, -0.92821, 3.33444], [0.76112, -0.42919, 1.25351], [-2.19549, -1.14063, 1.15034], [-1.36469, -2.57152, 1.82213], [-0.99771, 0.28144, 2.19903], [-1.51606, -1.38865, 6.00115], [-1.95644, -2.43691, 5.65176], [-2.52307, -3.34984, 6.43710], [-3.29926, -4.22480, 5.63649], [-2.50005, -4.10307, 4.30571], [-3.21608, -4.41971, 3.19814], [-2.11240, -2.76282, 4.34961], [-3.36799, -5.28209, 5.89720], [-4.36775, -4.01341, 5.54170], [-1.70150, -4.84419, 4.37493]],
  "atomic_forces_ev_per_a": [[1.7, -0.3, 0.5], [-1.5, 0.4, -1.0], [0.1, 0.9, 0.8], [0.6, -0.9, 1.2], [-0.3, 0.0, 0.1], [-0.1, -0.5, -1.0], [0.6, -0.5, -0.3], [-0.3, -1.8, 1.1], [-1.6, 0.0, -0.7], [0.9, 1.2, -0.4], [0.4, -0.1, -0.5], [-0.5, 0.6, -0.3], [-0.1, -0.1, -0.2], [-0.2, -0.1, 0.5], [-0.1, 0.1, 0.1], [0.0, -0.1, 0.2], [0.3, -0.4, -0.4], [0.3, 0.5, 0.0], [-0.1, 0.1, 0.0], [-0.2, 0.1, 0.2], [0.5, 0.6, -0.4], [0.0, 0.1, 0.1], [-0.2, 0.7, -0.4], [-0.2, -0.6, 0.5], [0.0, 0.2, -0.2], [0.2, 0.0, 0.2], [0.0, 0.0, 0.1], [-0.3, 0.0, 0.1], [0.2, 0.2, 0.2], [-0.1, -0.9, 0.7], [0.6, 0.2, -1.0], [0.8, 1.1, -0.2], [0.2, 1.0, 0.4], [-0.4, -0.4, -0.8], [0.4, 0.0, 0.8], [1.0, 1.5, -0.1], [-0.7, -1.0, -0.9], [-0.6, -1.0, -0.6], [2.0, 1.5, 0.4], [-0.9, 0.5, -0.2], [-0.1, -0.3, -0.1], [-0.2, 0.0, -0.1], [0.1, 0.4, -0.2], [-0.7, -0.5, -0.2], [-0.2, -0.7, 0.4], [-0.1, 0.0, 0.2], [-0.5, -0.3, 0.5], [-0.1, -0.6, -0.5], [0.0, -0.1, 0.2], [0.3, 0.1, 0.0], [0.0, 0.6, 0.2], [0.1, -0.1, 0.3], [-0.6, -0.3, 0.4], [-0.1, 0.0, -0.5], [-0.7, -0.8, 0.2], [0.0, -0.3, 0.2], [0.1, 0.4, 0.2], [0.4, -0.3, 0.2], [-0.4, -0.6, 0.2], [-0.4, -0.9, -0.5], [0.6, -0.7, -0.3], [0.2, -0.4, 0.4], [0.2, 1.1, -0.4], [-0.5, 0.5, -0.6], [1.4, 1.0, 1.5], [-1.9, -1.5, 0.7], [1.4, 0.1, -0.5], [-0.5, -0.8, 0.1], [0.8, -0.3, 2.3], [0.2, 0.0, 0.2], [0.2, 0.0, -0.1], [0.1, 0.1, -0.1], [-0.9, 0.4, 0.3], [0.1, 0.2, 0.4], [-0.3, 0.2, -0.5], [-0.6, -0.4, 0.0], [-0.5, -0.6, -0.6], [0.2, 0.1, -0.1], [0.2, 0.5, -0.3], [0.5, 0.8, -0.6], [0.4, -0.4, 0.1], [-0.1, 0.5, 0.1], [-0.1, 0.2, 0.3], [0.2, 0.2, -0.2], [-0.8, 0.9, 0.0], [0.2, 0.0, -1.4], [0.1, 0.2, -0.2], [0.5, -0.6, -0.4], [-1.7, 0.5, 0.5], [-0.4, 0.8, -0.4], [-0.9, 0.4, 0.8], [-0.4, -0.8, 0.4], [-0.8, -0.4, -0.2], [0.7, -0.4, 1.8], [0.6, -1.0, 0.1], [0.3, 0.5, -1.1], [1.0, -0.2, -0.9], [0.6, 0.5, 0.3], [-0.6, -0.3, -0.2], [0.8, 1.2, 0.5], [1.0, -0.4, -0.4], [0.1, 0.0, 0.0], [-0.1, -0.2, 0.3], [0.2, -0.4, -0.4], [-0.4, 0.1, -0.9], [0.1, -0.1, -0.3], [0.2, 0.0, -0.2], [-0.1, 0.2, 0.3], [-0.2, 0.2, -0.1], [-0.1, 0.4, 0.0], [0.1, -0.1, 0.6], [-0.5, -0.1, -0.1], [-0.1, 0.7, 0.4], [0.1, 0.0, 0.2], [-0.5, -0.2, -0.4], [0.3, -0.1, 0.0], [0.3, -1.4, -0.7], [-1.4, 0.3, 1.3], [0.7, 1.2, 0.7], [0.4, -1.2, -0.3], [0.2, 0.0, -1.4], [0.1, 1.0, -0.2], [0.0, 1.1, -1.5], [0.6, -1.3, 1.4], [0.1, -1.2, 0.7], [0.0, 1.0, -0.6], [-0.3, 0.6, 0.6], [0.1, 0.0, 0.3], [-0.2, 0.5, 0.0], [0.1, 0.3, -0.2], [-0.3, 0.1, -0.6], [0.2, -0.1, -0.3], [-0.5, -0.3, 0.5], [-0.3, -0.9, 0.3], [0.3, 0.2, 0.5], [-0.2, -0.1, 0.6], [0.4, 0.6, -0.5], [-0.6, 0.5, -0.7], [-0.1, 0.0, -0.4], [0.2, -0.3, -0.2], [0.0, -0.3, 0.5], [-0.3, 0.2, 0.3], [-0.1, -0.2, 0.2], [0.1, 0.1, -0.1], [0.4, -0.2, -0.2], [1.2, 0.2, 0.7], [0.1, 0.8, 0.4], [-0.2, 0.7, 0.2], [0.7, -0.4, -1.1], [0.2, -0.9, -0.1], [0.7, 1.0, 0.1], [-2.3, -0.1, 0.3], [-0.1, -1.2, -0.3], [-0.5, 1.0, -0.3], [-0.5, -1.7, 1.1], [2.3, -1.2, -0.2], [0.0, 0.0, -0.1], [-0.6, -0.3, 0.0], [-0.3, 0.2, -0.5], [0.2, -0.4, -0.4], [-0.3, -0.1, 0.1], [0.0, 0.0, -0.2], [0.2, -0.2, 0.0], [0.6, -0.2, -0.4], [0.0, 0.7, 0.1], [0.1, 0.6, 0.1], [0.0, 0.0, -0.1], [0.0, 0.3, 0.4], [0.2, 0.2, 0.4], [0.1, 0.1, -0.1], [-0.3, 0.4, -0.4], [-0.8, 0.3, 0.7], [-0.2, 0.0, 0.4], [-0.5, 0.2, -0.7], [-0.1, -0.6, 0.7], [0.4, 1.7, -0.4], [-0.5, -1.2, -0.4], [0.1, -0.9, -1.5], [-2.1, -0.4, 0.7], [0.0, -0.4, -0.3], [0.9, 0.5, -0.5], [-0.1, 0.0, 0.7], [0.2, 0.2, 0.5], [1.3, 1.0, 0.4], [0.2, -1.1, 0.0], [-0.4, 2.3, 0.1], [-0.7, -1.0, 1.0], [-0.2, -1.1, -1.9], [-1.3, -1.2, 1.5], [0.0, 0.6, 0.0], [0.6, -0.6, -1.2], [1.0, 0.2, 0.9], [0.2, 1.1, 0.0], [0.6, 0.5, -0.4]],
  "lowdin_charge": [-0.132, -0.309, -0.093, 0.560, -0.288, -0.296, -0.117, -0.087, -0.291, -0.090, -0.127, 0.084, 0.047, 0.082, 0.076, 0.078, 0.083, 0.083, 0.071, 0.056, 0.058, 0.089, 0.071, 0.063, 0.050, 0.080, 0.074, 0.059, 0.068, -0.086, -0.302, -0.108, 0.555, -0.285, -0.278, -0.098, -0.107, -0.273, -0.144, -0.091, 0.073, 0.075, 0.063, 0.082, 0.082, 0.071, 0.074, 0.059, 0.069, 0.074, 0.059, 0.057, 0.071, 0.085, 0.082, 0.090, 0.068, 0.058, -0.120, -0.313, -0.103, 0.549, -0.298, -0.319, -0.133, -0.106, -0.274, -0.102, -0.116, 0.077, 0.070, 0.082, 0.073, 0.078, 0.068, 0.059, 0.079, 0.078, 0.074, 0.079, 0.077, 0.069, 0.052, 0.073, 0.066, 0.062, 0.087, -0.101, -0.266, -0.122, 0.545, -0.294, -0.291, -0.090, -0.092, -0.299, -0.110, -0.131, 0.052, 0.050, 0.084, 0.086, 0.073, 0.063, 0.061, 0.051, 0.084, 0.065, 0.062, 0.079, 0.083, 0.087, 0.035, 0.070, 0.079, 0.077, -0.113, -0.308, -0.109, 0.572, -0.288, -0.285, -0.124, -0.133, -0.296, -0.135, -0.093, 0.078, 0.075, 0.067, 0.051, 0.085, 0.083, 0.061, 0.055, 0.081, 0.062, 0.083, 0.085, 0.073, 0.093, 0.064, 0.086, 0.057, 0.080, -0.089, -0.282, -0.134, 0.564, -0.282, -0.309, -0.106, -0.101, -0.286, -0.102, -0.140, 0.066, 0.060, 0.084, 0.077, 0.085, 0.026, 0.078, 0.057, 0.080, 0.074, 0.080, 0.066, 0.075, 0.064, 0.075, 0.072, 0.079, 0.080, 0.147, -0.552, 0.065, -0.011, -0.329, 0.069, 0.132, 0.117, 0.131, 0.146, 0.184, -0.538, 0.108, -0.052, -0.314, 0.065, 0.126, 0.137, 0.142, 0.173]
}